1.
Density functional theory data (the ωB97M-V functional and the def2-TZVPD basis) for a structure of composition C57H63ClIInN5O3S4Te in a non-equilibrium geometry.

Structure (XYZ):
```
136
Properties=species:S:1:pos:R:3:mulliken_spin:R:1
In 1.077 1.022 0.414 0.148
Cl -0.296 2.978 7.650 0.000
C -0.402 2.766 5.915 -0.002
C -1.564 3.111 5.279 0.001
C -1.672 2.949 3.902 -0.001
I -3.474 3.521 2.977 0.000
C -0.653 2.438 3.069 0.026
O -0.776 2.288 1.819 0.069
C 0.586 2.126 3.779 -0.022
N 1.623 1.711 3.027 0.026
C 2.755 1.385 3.598 -0.013
C 2.959 1.474 4.984 0.002
C 1.938 1.921 5.775 -0.002
C 0.702 2.271 5.191 0.003
H -2.391 3.517 5.845 0.000
H 3.535 1.009 2.946 0.001
H 3.913 1.191 5.409 0.000
H 2.059 2.015 6.846 0.000
S 0.695 -1.523 3.299 0.004
C 1.739 -2.687 2.473 0.001
C 1.567 -4.010 2.888 -0.001
C 2.412 -5.016 2.460 0.003
C 3.425 -4.697 1.558 -0.001
C 3.563 -3.405 1.094 -0.001
C 2.748 -2.344 1.546 0.006
S 3.073 -0.749 0.951 0.018
H 0.761 -4.227 3.580 0.000
H 2.271 -6.034 2.802 0.000
H 4.111 -5.467 1.220 0.000
H 4.333 -3.163 0.372 0.000
C 0.468 0.877 -2.598 0.335
C 1.383 0.626 -3.609 -0.008
C 1.882 1.673 -4.441 0.149
C 2.751 1.419 -5.466 -0.070
C 3.196 0.106 -5.720 0.188
C 2.711 -0.946 -4.911 -0.082
C 1.835 -0.698 -3.892 0.130
C 4.123 -0.171 -6.749 -0.028
N 4.888 -0.414 -7.580 0.077
H 0.017 0.053 -2.063 -0.004
H 0.081 1.877 -2.461 -0.011
H 1.540 2.682 -4.242 0.012
H 3.106 2.223 -6.099 -0.003
H 3.052 -1.952 -5.123 -0.004
H 1.451 -1.504 -3.276 0.036
C -2.453 -7.590 1.638 0.000
C -2.379 -6.299 0.865 0.000
C -1.165 -5.745 0.492 -0.001
C -1.092 -4.568 -0.250 0.001
C 0.266 -4.046 -0.638 -0.003
C -2.278 -3.922 -0.630 -0.002
Te -2.191 -2.185 -1.862 -0.015
N -0.812 -1.224 0.008 0.043
C -1.058 -1.039 1.202 -0.029
O 0.066 -0.651 2.061 0.019
C -2.390 -0.932 1.866 0.020
C -2.642 -1.341 3.174 0.000
C -3.903 -1.165 3.728 0.000
C -4.919 -0.573 2.996 0.000
C -4.669 -0.148 1.699 0.000
C -3.417 -0.332 1.138 0.000
C -3.362 -3.209 -3.440 0.002
C -4.567 -2.633 -3.838 -0.001
C -5.289 -3.109 -4.925 0.000
C -4.797 -4.179 -5.655 0.000
C -3.591 -4.758 -5.287 0.000
C -2.871 -4.291 -4.189 0.001
C -1.561 -4.938 -3.830 -0.001
C -3.514 -4.442 -0.211 0.001
C -4.823 -3.759 -0.501 0.000
C -3.542 -5.629 0.514 0.000
H -1.457 -7.988 1.832 0.000
H -3.023 -8.338 1.084 0.000
H -2.953 -7.437 2.597 0.000
H -0.243 -6.239 0.781 0.000
H 1.053 -4.559 -0.083 0.000
H 0.341 -2.977 -0.442 -0.001
H 0.442 -4.200 -1.707 0.000
H -1.856 -1.789 3.763 0.000
H -4.083 -1.477 4.751 0.000
H -5.897 -0.417 3.437 0.000
H -5.441 0.353 1.128 0.000
H -3.206 0.009 0.134 0.006
H -4.948 -1.784 -3.277 0.000
H -6.228 -2.643 -5.203 0.000
H -5.344 -4.558 -6.511 0.000
H -3.192 -5.581 -5.873 0.000
H -1.275 -5.692 -4.566 0.000
H -1.622 -5.414 -2.849 0.000
H -0.777 -4.180 -3.778 0.001
H -4.736 -2.686 -0.324 0.000
H -5.613 -4.163 0.134 0.000
H -5.113 -3.901 -1.541 0.000
H -4.501 -6.038 0.821 0.000
C 6.085 4.989 0.387 0.001
N 5.400 3.897 1.063 0.002
C 4.832 4.329 2.336 0.001
C 4.469 3.241 0.207 -0.016
S 2.863 3.665 0.168 0.010
N 5.006 2.291 -0.575 0.009
C 6.359 1.797 -0.392 0.000
C 4.191 1.499 -1.483 -0.002
H 5.396 5.812 0.149 0.000
H 6.537 4.634 -0.539 0.000
H 6.875 5.366 1.039 0.000
H 5.653 4.612 2.998 0.000
H 4.287 3.502 2.783 -0.001
H 4.145 5.175 2.225 0.000
H 6.778 2.203 0.522 0.000
H 6.992 2.079 -1.240 0.000
H 6.331 0.708 -0.322 0.000
H 3.337 2.076 -1.827 -0.010
H 3.824 0.599 -0.981 0.005
H 4.798 1.202 -2.340 -0.001
C -4.073 3.299 -2.262 -0.001
C -2.884 4.073 -1.693 0.001
C -2.032 3.199 -0.793 -0.035
S -0.348 3.885 -0.541 0.003
O -0.009 4.557 -1.831 -0.003
C -0.809 5.244 0.618 0.000
C 0.169 6.396 0.462 0.000
C -0.056 7.478 1.515 0.000
H -4.657 3.931 -2.934 0.000
H -4.728 2.953 -1.459 0.000
H -3.727 2.427 -2.819 0.000
H -3.253 4.942 -1.144 0.000
H -2.248 4.439 -2.502 0.000
H -1.857 2.220 -1.250 0.014
H -2.451 3.043 0.200 -0.001
H -0.742 4.788 1.606 0.002
H -1.835 5.559 0.428 0.000
H 0.060 6.811 -0.542 0.000
H 1.186 6.012 0.541 0.001
H -1.077 7.864 1.468 0.000
H 0.631 8.313 1.365 0.000
H 0.108 7.074 2.516 0.000
```

Computed properties:
**Strongest force on any atom**: 1.31 eV Å⁻¹
**Net charge**: -2
**HOMO energy (spin up / spin down)**: -0.0532 / -0.0587 hartree
**Energy relative to the best compared isomer or geometry (same formula, charge and spin)**: 104.1 kJ/mol
**Frontier orbital gap (spin up / spin down)**: 0.18289 / 0.17420 hartree
**Spin multiplicity**: 2

***

2.
Density functional theory data (the ωB97M-V functional and the def2-TZVPD basis) for a structure of composition C57H73N4SeTi.

Structure (XYZ):
```
136
Properties=species:S:1:pos:R:3:mulliken_spin:R:1
Ti -0.014 0.197 0.000 0.798
C -4.998 3.212 2.118 0.009
C -3.810 4.044 1.629 0.008
C -2.914 3.288 0.698 0.043
C -2.940 3.263 -0.686 0.040
C -3.876 3.977 -1.610 0.012
C -5.053 3.103 -2.053 0.009
C -1.936 2.341 -1.093 0.148
N -1.313 1.822 0.003 -0.054
C -1.901 2.374 1.101 0.151
C -1.573 2.024 2.439 0.074
C -0.660 1.096 2.861 0.027
C -0.371 0.770 4.257 -0.001
C -1.075 1.385 5.424 -0.005
C -2.414 0.701 5.717 -0.001
C 0.565 -0.205 4.260 -0.003
C 0.888 -0.505 2.866 0.043
C 1.793 -1.442 2.442 0.033
C 2.153 -1.742 1.100 0.135
N 1.569 -1.177 0.003 -0.112
C 2.218 -1.674 -1.094 0.143
C 1.922 -1.306 -2.432 0.015
C 0.991 -0.394 -2.857 0.060
N 0.172 0.355 -2.043 0.026
C -0.650 1.111 -2.852 0.048
C -1.614 1.988 -2.430 0.073
C -0.320 0.827 -4.247 -0.004
C 0.680 -0.084 -4.250 0.007
C 1.363 -0.713 -5.422 -0.007
C 0.819 -2.110 -5.735 0.000
C -1.042 1.417 -5.416 -0.003
C -2.328 0.653 -5.744 -0.002
C 3.221 -2.595 -0.686 0.037
C 3.180 -2.639 0.696 0.040
C 4.004 -3.478 1.621 0.007
C 3.278 -4.753 2.061 0.012
C 4.084 -3.395 -1.611 0.009
C 3.345 -4.598 -2.207 0.012
N 0.128 0.303 2.053 0.039
C 1.203 -0.879 5.433 -0.006
C 0.564 -2.234 5.752 0.001
H -5.583 3.749 2.869 -0.002
H -4.652 2.273 2.554 0.001
H -5.659 2.958 1.288 0.000
H -3.233 4.386 2.494 0.001
H -4.179 4.944 1.127 0.001
H -3.331 4.315 -2.498 0.001
H -4.256 4.877 -1.119 0.001
H -4.691 2.178 -2.505 0.001
H -5.687 3.620 -2.777 -0.002
H -5.667 2.822 -1.196 0.000
H -2.138 2.531 3.214 0.017
H -1.249 2.447 5.229 0.000
H -0.434 1.329 6.308 0.000
H -3.047 0.705 4.828 -0.001
H -2.949 1.204 6.525 0.000
H -2.260 -0.340 6.002 0.001
H 2.310 -2.002 3.212 0.029
H 2.503 -1.801 -3.202 0.028
H -2.197 2.474 -3.203 0.016
H 2.437 -0.779 -5.225 0.001
H 1.246 -0.072 -6.300 -0.001
H 0.929 -2.769 -4.872 -0.002
H 1.343 -2.560 -6.580 0.000
H -0.244 -2.064 -5.977 0.001
H -0.384 1.419 -6.289 0.000
H -1.286 2.462 -5.206 0.000
H -2.101 -0.370 -6.048 0.001
H -2.882 1.136 -6.552 0.000
H -2.974 0.598 -4.867 -0.001
H 4.274 -2.894 2.505 0.003
H 4.942 -3.749 1.128 0.000
H 2.332 -4.508 2.547 -0.001
H 3.883 -5.340 2.757 -0.001
H 3.046 -5.379 1.198 0.000
H 4.965 -3.748 -1.069 0.000
H 4.449 -2.758 -2.422 0.002
H 2.991 -5.259 -1.414 0.000
H 3.990 -5.175 -2.874 -0.001
H 2.469 -4.273 -2.770 -0.001
H 1.138 -0.227 6.309 -0.001
H 2.268 -1.023 5.231 0.000
H -0.491 -2.114 6.000 0.001
H 1.061 -2.718 6.595 0.000
H 0.624 -2.899 4.889 -0.002
C 0.860 4.277 -2.608 -0.001
C 1.343 3.810 -1.255 0.018
C 2.351 2.845 -1.171 -0.016
C 3.030 2.349 -2.424 -0.007
C 2.753 2.349 0.078 0.018
C 3.866 1.328 0.141 0.002
C 2.194 2.885 1.246 0.001
C 2.587 2.358 2.606 -0.001
C 1.292 3.952 1.160 0.006
C 0.858 4.666 2.419 0.000
C 0.823 4.376 -0.086 -0.004
C -0.226 5.459 -0.168 -0.003
H 1.389 5.179 -2.935 0.002
H -0.202 4.510 -2.592 -0.001
H 0.996 3.509 -3.367 -0.001
H 4.069 2.086 -2.234 -0.001
H 3.023 3.104 -3.208 -0.001
H 2.543 1.453 -2.820 0.005
H 3.599 0.397 -0.364 0.005
H 4.141 1.079 1.161 0.000
H 4.764 1.716 -0.347 -0.001
H 3.472 2.869 3.001 0.000
H 2.800 1.292 2.574 0.002
H 1.778 2.484 3.323 0.000
H -0.041 4.219 2.852 0.001
H 0.650 5.717 2.224 0.000
H 1.639 4.630 3.177 0.000
H -0.814 5.517 0.745 -0.002
H -0.932 5.266 -0.972 -0.001
H 0.222 6.442 -0.348 0.000
C -1.610 -7.411 0.022 0.000
C -1.577 -5.905 0.012 -0.003
C -1.561 -5.193 -1.178 0.002
C -1.607 -3.802 -1.203 0.003
C -1.553 -3.084 -2.524 0.011
C -1.700 -3.096 0.005 0.003
Se -2.109 -1.229 -0.019 -0.003
C -1.622 -3.795 1.219 0.005
C -1.588 -3.088 2.548 0.005
C -1.575 -5.186 1.199 0.003
H -1.551 -7.811 -0.991 0.000
H -2.535 -7.780 0.473 0.000
H -0.781 -7.828 0.598 0.000
H -1.513 -5.733 -2.119 0.000
H -1.303 -3.782 -3.326 0.000
H -0.811 -2.284 -2.501 0.001
H -2.507 -2.606 -2.755 -0.001
H -1.202 -2.075 2.447 0.001
H -0.963 -3.642 3.251 0.001
H -2.591 -3.005 2.977 0.000
H -1.535 -5.720 2.145 0.000
```

Computed properties:
**Strongest force on any atom**: 0.83 eV Å⁻¹
**Net charge**: -1
**HOMO energy (spin up / spin down)**: -0.0913 / -0.1400 hartree
**Frontier orbital gap (spin up / spin down)**: 0.17812 / 0.20087 hartree
**Spin multiplicity**: 3

***

3.
Density functional theory data (the ωB97M-V functional and the def2-TZVPD basis) for a structure of composition C57H81BN4O4PSr in a non-equilibrium geometry.

Structure (XYZ):
```
149
Properties=species:S:1:pos:R:3:mulliken_charge:R:1
Sr -0.215 0.148 -1.033 2.052
C -0.770 2.739 -3.344 -1.344
N -0.149 2.431 -2.067 0.714
C -0.473 3.413 -1.023 -0.918
C 1.376 2.289 -2.176 -1.374
C 2.062 1.205 -1.192 -0.836
N 1.998 -0.284 -1.645 0.939
C 1.565 -0.487 -3.093 -0.215
C 1.293 -1.939 -3.409 -0.278
C 2.153 -2.651 -4.237 -0.282
C 1.953 -3.992 -4.509 -0.790
C 0.840 -4.599 -3.909 0.001
C -0.051 -3.948 -3.077 -0.888
C 0.174 -2.564 -2.793 -0.088
O -0.596 -1.889 -2.002 -0.749
C -1.242 -4.660 -2.432 2.893
C -1.343 -6.124 -2.866 -2.542
C -2.552 -3.963 -2.828 -1.612
C -1.091 -4.634 -0.905 -1.317
C 2.880 -4.826 -5.392 2.124
C 4.055 -4.004 -5.923 -2.157
C 3.450 -6.001 -4.585 -1.646
C 2.102 -5.378 -6.594 -1.694
C 3.189 -1.057 -1.304 -1.100
C 3.870 -0.596 -0.051 -1.051
C 5.210 -0.276 -0.121 -0.134
C 5.957 0.053 1.007 -0.719
C 5.291 -0.071 2.218 0.078
C 3.950 -0.426 2.363 -0.592
C 3.132 -0.554 1.188 1.221
O 1.843 -0.613 1.188 -0.705
C 3.454 -0.683 3.796 2.670
C 2.184 -1.528 3.824 -2.221
C 3.199 0.634 4.541 -1.576
C 4.506 -1.479 4.596 -2.001
C 7.423 0.460 0.882 2.061
C 7.535 1.737 0.037 -1.681
C 8.063 0.736 2.242 -2.151
C 8.223 -0.659 0.200 -1.729
H -0.441 3.718 -3.725 0.323
H -1.854 2.740 -3.228 0.223
H -0.508 1.977 -4.079 0.403
H -0.256 4.427 -1.388 0.359
H 0.143 3.234 -0.143 0.203
H -1.519 3.330 -0.728 0.240
H 1.833 3.254 -1.934 0.499
H 1.647 2.067 -3.206 0.535
H 1.581 1.301 -0.175 -0.405
H 3.096 1.503 -1.046 0.970
H 2.307 -0.062 -3.780 0.545
H 0.612 0.067 -3.270 -0.087
H 2.997 -2.123 -4.669 0.438
H 0.668 -5.647 -4.119 0.522
H -1.488 -6.221 -3.944 0.439
H -2.202 -6.582 -2.371 0.460
H -0.456 -6.697 -2.586 0.426
H -2.668 -3.960 -3.916 0.324
H -2.591 -2.935 -2.474 0.130
H -3.403 -4.505 -2.401 0.474
H -0.163 -5.125 -0.599 0.305
H -1.928 -5.161 -0.436 0.502
H -1.077 -3.611 -0.536 -0.122
H 4.671 -3.609 -5.113 0.378
H 3.716 -3.163 -6.531 0.370
H 4.691 -4.635 -6.550 0.449
H 4.004 -5.640 -3.717 0.348
H 4.127 -6.600 -5.202 0.457
H 2.657 -6.656 -4.223 0.297
H 1.698 -4.563 -7.198 0.352
H 1.265 -5.998 -6.273 0.290
H 2.752 -5.988 -7.229 0.470
H 3.898 -1.031 -2.145 0.284
H 2.853 -2.093 -1.195 0.384
H 5.682 -0.287 -1.101 0.507
H 5.851 0.102 3.126 0.403
H 1.364 -1.038 3.312 0.085
H 1.910 -1.721 4.865 0.589
H 2.342 -2.486 3.325 0.429
H 2.396 1.206 4.078 0.093
H 4.095 1.261 4.553 0.210
H 2.912 0.430 5.579 0.520
H 4.819 -2.369 4.048 0.375
H 4.066 -1.797 5.546 0.461
H 5.398 -0.901 4.833 0.370
H 7.013 2.564 0.523 0.348
H 7.089 1.596 -0.949 0.302
H 8.583 2.022 -0.100 0.445
H 7.548 1.539 2.774 0.384
H 9.104 1.040 2.103 0.444
H 8.056 -0.149 2.881 0.381
H 7.847 -0.860 -0.804 0.326
H 8.150 -1.585 0.773 0.344
H 9.280 -0.386 0.116 0.462
N -1.238 0.988 4.129 0.013
P -1.766 2.013 2.870 2.069
C -2.751 3.219 3.837 0.039
C -2.277 3.902 4.961 -0.305
C -3.105 4.745 5.681 -0.757
C -4.427 4.923 5.284 -0.385
C -4.908 4.258 4.169 -0.523
C -4.073 3.407 3.452 -0.400
C -0.251 3.013 2.550 -0.506
C 0.901 2.297 2.211 0.048
C 2.066 2.951 1.834 0.270
C 2.093 4.338 1.766 -0.855
C 0.948 5.061 2.075 -0.954
C -0.213 4.404 2.465 -0.799
C -1.293 -0.390 3.950 0.191
C -1.345 -1.260 5.048 -1.051
C -1.407 -2.613 4.796 -0.662
C -1.426 -3.067 3.477 -0.925
C -1.370 -2.116 2.472 -0.134
N -1.298 -0.809 2.693 0.869
H -1.105 1.317 5.071 0.295
H -1.240 3.785 5.259 0.285
H -2.724 5.269 6.549 0.385
H -5.075 5.581 5.848 0.372
H -5.936 4.390 3.856 0.413
H -4.451 2.871 2.589 0.269
H 0.892 1.208 2.235 -0.330
H 2.946 2.362 1.595 0.343
H 3.002 4.851 1.476 0.438
H 0.955 6.143 2.023 0.358
H -1.098 4.986 2.694 0.445
H -1.333 -0.870 6.058 0.447
H -1.442 -3.316 5.619 0.396
H -1.469 -4.117 3.230 0.539
H -1.371 -2.436 1.435 -0.065
C -4.987 -1.766 1.495 -1.896
C -5.062 -0.389 0.836 1.656
C -6.073 0.471 1.583 -2.233
O -3.776 0.208 0.944 0.655
B -2.989 -0.061 -0.229 -0.325
O -3.948 -0.538 -1.195 -0.619
C -5.279 -0.460 -0.697 1.945
C -5.912 0.806 -1.273 -2.114
C -6.058 -1.678 -1.173 -1.966
H -4.637 -1.638 2.521 0.502
H -4.268 -2.404 0.979 0.187
H -5.953 -2.277 1.518 0.311
H -5.831 0.477 2.648 0.525
H -7.089 0.084 1.473 0.326
H -6.058 1.500 1.224 0.369
H -5.384 1.695 -0.926 0.309
H -6.970 0.902 -1.014 0.304
H -5.825 0.767 -2.360 0.512
H -5.531 -2.599 -0.928 0.315
H -6.174 -1.638 -2.257 0.495
H -7.057 -1.718 -0.728 0.284
```

Computed properties:
**Strongest force on any atom**: 4.21 eV Å⁻¹
**Net charge**: -1
**HOMO energy**: -0.1341 hartree
**Energy relative to the best compared isomer or geometry (same formula, charge and spin)**: 264.3 kJ/mol
**Frontier orbital gap**: 0.20898 hartree